Entry 1:
Computed, not measured: 7 unconnected molecules or ions with the total composition C28H56O19 in a non-equilibrium geometry, with the ωB97M-V functional and the def2-TZVPD basis.

Element x y z (Å)
C 3.52 3.22 0.17
C 2.45 3.88 1.02
O 1.94 5.07 0.39
C 1.30 5.05 -0.90
O 1.03 4.06 -1.52
O 1.24 6.28 -1.32
C 0.51 6.56 -2.50
H 4.05 2.53 0.82
H 4.21 3.98 -0.19
H 3.14 2.63 -0.67
H 2.81 4.17 2.01
H 1.63 3.20 1.26
H 0.47 7.58 -2.88
H -0.52 6.32 -2.27
H 0.78 5.95 -3.37
C 1.86 -3.42 0.40
C 2.44 -1.96 0.20
O 1.93 -1.27 -0.92
C 1.00 -0.25 -0.77
O 0.45 0.03 0.28
O 0.78 0.35 -1.93
C -0.37 1.20 -2.04
H 2.42 -4.13 -0.21
H 0.78 -3.48 0.24
H 1.91 -3.72 1.45
H 3.51 -1.82 0.26
H 2.10 -1.39 1.07
H -0.25 2.14 -1.50
H -1.19 0.73 -1.51
H -0.72 1.34 -3.06
C 3.46 -3.59 -3.49
C 2.44 -4.62 -3.09
O 1.19 -4.01 -3.00
C 0.50 -3.83 -4.12
O 0.81 -4.21 -5.23
O -0.56 -3.09 -3.70
C -1.62 -2.86 -4.66
H 3.14 -2.62 -3.12
H 3.50 -3.65 -4.58
H 4.45 -3.87 -3.13
H 2.67 -5.01 -2.10
H 2.65 -5.50 -3.69
H -1.89 -3.86 -4.99
H -1.26 -2.23 -5.47
H -2.55 -2.46 -4.26
C 5.31 -1.87 3.52
C 4.69 -0.47 3.33
O 3.23 -0.46 3.55
C 2.44 0.68 3.52
O 2.84 1.85 3.39
O 1.17 0.33 3.79
C 0.18 1.35 3.79
H 4.86 -2.51 2.76
H 5.10 -2.38 4.46
H 6.37 -1.89 3.27
H 4.87 0.05 2.39
H 5.04 0.24 4.07
H 0.17 2.00 4.67
H -0.71 0.73 3.87
H 0.12 1.97 2.89
C 1.21 -3.03 4.81
C 0.71 -4.33 5.39
O -0.64 -4.31 5.71
C -1.11 -4.61 6.99
O -0.45 -5.08 7.93
O -2.41 -4.37 7.00
C -3.23 -4.74 8.10
H 0.97 -2.10 5.33
H 0.68 -2.82 3.88
H 2.26 -3.18 4.60
H 1.23 -4.60 6.31
H 0.83 -5.15 4.69
H -3.51 -3.77 8.50
H -2.75 -5.31 8.90
H -4.10 -5.36 7.90
O -2.92 4.18 -3.08
C -2.63 3.94 -4.30
O -3.47 3.49 -5.20
C -4.78 3.08 -4.86
C -4.87 1.62 -5.15
C -1.26 4.07 -4.84
H -5.41 3.67 -5.53
H -5.14 3.23 -3.84
H -5.90 1.32 -4.93
H -4.30 1.05 -4.42
H -4.48 1.35 -6.13
H -0.52 4.20 -4.05
H -1.05 4.82 -5.60
H -0.95 3.09 -5.20
O -4.24 3.25 0.58
C -3.30 2.52 0.35
O -3.29 1.35 -0.32
C -4.19 1.22 -1.38
C -4.71 -0.25 -1.50
C -2.05 2.74 1.09
H -3.60 1.43 -2.28
H -4.96 1.98 -1.37
H -3.89 -0.93 -1.73
H -5.48 -0.35 -2.26
H -5.10 -0.77 -0.62
H -2.15 3.58 1.77
H -1.18 2.95 0.47
H -1.70 1.87 1.66

Results
relative energy (zero: lowest compared OMol25 entry of this formula, charge and spin) = 0.0 kJ/mol
SMILES string = CCOC(=O)OC.CCOC(=O)OC.CCOC(=O)OC.CCOC(=O)OC.CCOC(=O)OC.CCOC(C)=O.CCOC(C)=O
highest occupied orbital energy = -10.1577 eV
LUMO level = 0.475 eV

***

Entry 2:
Computed, not measured: 4 unconnected molecules or ions with the total composition C28H57F3N3O3P in a non-equilibrium geometry, with the ωB97M-V functional and the def2-TZVPD basis.

Element x y z (Å)
F 4.72 -0.93 -2.78
C 4.17 -0.35 -3.83
F 4.74 -0.80 -4.94
F 4.29 0.96 -3.76
P 2.35 -0.81 -3.96
H 1.62 -0.53 -2.79
H 1.83 -0.03 -4.99
H 2.28 -2.16 -4.29
C -2.41 2.36 -5.30
C -2.36 1.08 -4.43
C -3.62 0.94 -3.58
C -3.70 1.92 -2.42
C -2.44 1.85 -1.56
C -1.15 2.04 -2.37
N -1.15 1.09 -3.53
O -0.81 -0.10 -3.17
C -1.02 3.50 -2.83
C 0.06 1.75 -1.49
C -2.25 -0.10 -5.39
H -3.10 3.11 -4.90
H -1.43 2.82 -5.40
H -2.76 2.11 -6.30
H -3.67 -0.08 -3.19
H -4.49 1.06 -4.24
H -3.87 2.94 -2.78
H -4.56 1.67 -1.79
H -2.48 2.61 -0.78
H -2.41 0.89 -1.05
H -0.17 3.63 -3.50
H -0.85 4.13 -1.95
H -1.91 3.88 -3.32
H 0.01 0.77 -1.03
H 0.11 2.50 -0.70
H 0.99 1.82 -2.08
H -1.32 -0.05 -5.97
H -3.09 -0.07 -6.08
H -2.28 -1.06 -4.86
C -6.14 -1.79 2.72
C -5.07 -0.92 2.02
C -3.85 -0.73 2.93
C -4.09 0.22 4.10
C -4.64 1.55 3.61
C -5.90 1.41 2.75
N -5.63 0.42 1.65
O -4.97 0.96 0.68
C -7.09 0.98 3.61
C -6.27 2.75 2.13
C -4.66 -1.65 0.75
H -6.05 -1.78 3.81
H -7.15 -1.46 2.47
H -6.05 -2.82 2.39
H -3.02 -0.35 2.32
H -3.54 -1.72 3.29
H -4.76 -0.23 4.83
H -3.14 0.39 4.62
H -4.89 2.20 4.47
H -3.87 2.07 3.04
H -7.96 0.75 2.99
H -7.36 1.80 4.27
H -6.89 0.11 4.24
H -5.44 3.18 1.57
H -6.55 3.44 2.92
H -7.12 2.64 1.45
H -5.50 -1.75 0.07
H -4.32 -2.65 1.02
H -3.85 -1.14 0.23
C 5.07 -3.34 1.67
C 5.16 -1.80 1.82
C 5.36 -1.13 0.45
C 6.76 -1.32 -0.13
C 7.83 -0.90 0.87
C 7.69 -1.58 2.23
N 6.29 -1.41 2.73
O 6.10 -0.25 3.24
C 8.08 -3.06 2.12
C 8.65 -0.95 3.24
C 3.85 -1.33 2.43
H 5.54 -3.70 0.76
H 5.54 -3.84 2.51
H 4.03 -3.65 1.65
H 5.16 -0.06 0.55
H 4.60 -1.53 -0.23
H 6.91 -2.36 -0.44
H 6.85 -0.72 -1.04
H 8.83 -1.11 0.47
H 7.78 0.19 1.01
H 7.87 -3.58 3.06
H 9.15 -3.13 1.93
H 7.58 -3.59 1.32
H 8.51 0.13 3.31
H 9.67 -1.14 2.92
H 8.51 -1.38 4.23
H 3.71 -1.75 3.43
H 3.03 -1.68 1.80
H 3.80 -0.25 2.51

Results
highest occupied orbital energy (alpha / beta) = -9.9295 / -11.0457 eV
LUMO level (alpha / beta) = -3.735 / -3.855 eV
total charge = +1
multiplicity = 4

***

Entry 3:
Computed, not measured: 4 unconnected molecules or ions with the total composition C28H57NO3S in a non-equilibrium geometry, with the ωB97M-V functional and the def2-TZVPD basis.

Element x y z (Å)
C -0.06 0.32 5.98
N 0.90 0.63 4.84
C 0.33 1.75 3.97
O 1.28 2.87 4.02
S 2.22 2.99 2.60
O 1.26 3.66 1.56
O 2.51 1.38 2.13
C 3.93 1.14 1.79
C 3.91 -0.08 0.65
C 2.43 -0.84 0.80
C 2.37 -2.05 1.95
C 0.93 -2.84 2.14
C -0.37 -2.39 1.24
C -0.32 -1.20 0.08
C 1.11 -0.43 -0.14
H 0.26 -0.67 6.52
H -1.16 0.15 5.55
H -0.08 1.24 6.72
H 1.09 -0.22 4.27
H -0.69 2.08 4.51
H 0.02 1.41 2.90
H 4.44 0.71 2.77
H 4.52 2.09 1.44
H 4.77 -0.85 0.90
H 4.07 0.31 -0.45
H 3.33 -2.34 2.58
H 0.91 -3.70 2.95
H -1.40 -2.94 1.40
H -1.25 -0.89 -0.57
H 1.30 0.45 -0.90
C -1.63 2.02 -3.05
C -3.12 2.17 -3.32
C -3.97 1.13 -2.60
C -3.71 -0.33 -3.00
C -3.89 -0.64 -4.49
C -5.31 -0.42 -4.98
H -1.25 1.06 -3.41
H -1.07 2.81 -3.57
H -1.42 2.10 -1.98
H -3.30 2.13 -4.40
H -3.43 3.17 -2.99
H -5.03 1.37 -2.76
H -3.81 1.23 -1.52
H -4.39 -0.97 -2.42
H -2.70 -0.61 -2.70
H -3.63 -1.69 -4.65
H -3.19 -0.05 -5.09
H -6.02 -1.03 -4.42
H -5.39 -0.69 -6.04
H -5.61 0.63 -4.89
C 6.44 -0.21 -2.51
C 6.19 1.28 -2.60
C 5.27 1.67 -3.76
C 5.80 1.34 -5.15
C 7.16 1.97 -5.50
C 7.14 3.48 -5.51
H 6.95 -0.59 -3.40
H 7.07 -0.44 -1.64
H 5.50 -0.76 -2.39
H 7.14 1.81 -2.67
H 5.72 1.61 -1.66
H 5.06 2.74 -3.69
H 4.30 1.17 -3.63
H 5.06 1.67 -5.89
H 5.88 0.26 -5.27
H 7.45 1.62 -6.50
H 7.93 1.61 -4.81
H 6.40 3.86 -6.22
H 8.12 3.88 -5.80
H 6.90 3.89 -4.52
C -6.05 -2.84 6.17
C -5.92 -3.38 4.75
C -4.48 -3.43 4.25
C -3.77 -2.07 4.15
C -4.46 -1.04 3.26
C -4.55 -1.46 1.81
H -5.70 -1.81 6.24
H -7.09 -2.86 6.49
H -5.47 -3.45 6.87
H -6.54 -2.78 4.08
H -6.33 -4.40 4.73
H -4.46 -3.92 3.27
H -3.89 -4.07 4.92
H -2.75 -2.24 3.78
H -3.65 -1.65 5.16
H -3.89 -0.10 3.32
H -5.46 -0.81 3.64
H -3.56 -1.65 1.39
H -5.02 -0.67 1.21
H -5.16 -2.37 1.69

Results
highest occupied orbital energy = -8.4789 eV
LUMO level = 0.055 eV